[1]
Formula: C15H19N4Yb
Source: OMol25
Level of theory: the ωB97M-V functional and the def2-TZVPD basis

Structure (XYZ):
```
39
Properties=species:S:1:pos:R:3:nbo_charge:R:1
Yb -0.66 -0.44 -0.35 2.213
N -2.40 -0.16 -1.91 -0.973
C -2.30 0.45 -3.22 -0.222
C -1.91 1.84 -3.10 -0.439
C -0.53 1.94 -2.47 -0.230
N -0.47 1.79 -0.97 -0.960
H -2.85 -1.10 -1.97 0.424
H -3.03 0.37 -1.28 0.405
H -3.33 0.38 -3.70 0.234
H -1.62 -0.10 -3.84 0.219
H -2.61 2.39 -2.41 0.211
H -2.05 2.28 -4.06 0.283
H 0.03 2.84 -2.79 0.253
H 0.04 1.11 -2.88 0.191
H -1.21 2.31 -0.52 0.411
H 0.41 2.27 -0.74 0.437
C 4.72 0.60 -0.57 -0.182
C 3.87 -0.25 -1.28 -0.157
C 2.68 -0.67 -0.72 -0.318
C 2.42 -0.30 0.62 0.100
C 3.25 0.58 1.32 -0.215
C 4.42 0.98 0.72 -0.159
N 1.13 -0.72 1.12 -0.418
N 1.01 -1.14 2.31 -0.014
C -0.33 -1.39 2.66 0.096
C -0.59 -1.88 3.96 -0.149
C -1.90 -2.19 4.34 -0.185
C -2.91 -1.94 3.48 -0.160
C -2.69 -1.49 2.20 -0.190
C -1.40 -1.17 1.75 -0.662
H 5.69 0.89 -0.98 0.250
H 4.20 -0.62 -2.26 0.244
H 2.14 -1.45 -1.23 0.212
H 2.93 0.90 2.28 0.245
H 5.13 1.60 1.30 0.253
H 0.25 -2.14 4.62 0.250
H -2.05 -2.67 5.32 0.253
H -3.92 -2.26 3.68 0.239
H -3.58 -1.44 1.57 0.208
```

HOMO-LUMO gap (alpha / beta) (eV): 7.272 / 6.647
<S²>: 0.751
E_HOMO (alpha / beta) (eV): -14.7745 / -14.7773
Net charge: +2
2S+1: 2

***

[2]
Formula: C15H19NO2
Source: OMol25
Level of theory: the ωB97M-V functional and the def2-TZVPD basis

Structure (XYZ):
```
37
Properties=species:S:1:pos:R:3:nbo_charge:R:1
C 3.03 1.44 -1.78 -0.608
C 2.47 0.31 -2.63 -0.391
C 0.97 0.42 -2.94 -0.441
C 0.13 0.51 -1.70 0.069
C -0.53 1.61 -1.19 -0.224
C -1.29 1.19 -0.02 -0.055
C -2.04 1.95 0.89 -0.256
C -2.53 1.29 2.05 0.235
C -2.38 -0.07 2.24 0.264
C -1.71 -0.82 1.29 -0.262
C -1.12 -0.19 0.21 -0.034
C -0.22 -0.75 -0.88 -0.099
N 0.91 -1.54 -0.33 -0.455
C 1.68 -1.07 0.84 -0.411
C 0.64 -2.98 -0.24 -0.399
O -2.76 -0.44 3.48 -0.488
C -3.41 0.76 4.02 0.225
O -3.23 1.85 3.07 -0.478
H 4.11 1.37 -1.74 0.212
H 2.74 2.37 -2.26 0.197
H 2.59 1.44 -0.76 0.205
H 3.06 0.24 -3.55 0.199
H 2.64 -0.66 -2.12 0.215
H 0.79 1.31 -3.59 0.207
H 0.63 -0.44 -3.51 0.216
H -0.47 2.61 -1.57 0.219
H -2.01 3.02 0.82 0.222
H -1.59 -1.92 1.48 0.220
H -0.83 -1.38 -1.55 0.228
H 1.09 -1.25 1.75 0.172
H 1.91 -0.01 0.76 0.208
H 2.58 -1.69 0.88 0.202
H 0.09 -3.33 -1.13 0.199
H 1.54 -3.58 -0.14 0.198
H 0.02 -3.12 0.63 0.161
H -3.00 1.02 5.02 0.167
H -4.47 0.54 4.19 0.161
```

HOMO-LUMO gap (eV): 8.204
E_HOMO (eV): -7.3740
Structure (SMILES): CCCC1=Cc2cc3c(cc2[C@@H]1N(C)C)OCO3

***

[3]
Formula: C15H19NORuS
Source: OMol25
Level of theory: the ωB97M-V functional and the def2-TZVPD basis

Structure (XYZ):
```
38
Properties=species:S:1:pos:R:3:nbo_charge:R:1
Ru -0.51 -0.22 0.28 0.861
C 0.36 -0.61 2.39 -0.109
C -0.56 0.48 2.41 0.029
C 0.12 1.64 1.91 -0.031
C 1.46 1.25 1.57 0.111
C 1.62 -0.13 1.88 0.063
C 2.87 -0.93 1.83 -0.664
C 2.51 2.21 1.15 -0.672
C -0.39 3.04 1.89 -0.657
C -1.97 0.47 2.94 -0.666
C 0.15 -2.01 2.87 -0.643
H 3.08 -1.34 2.82 0.246
H 3.71 -0.33 1.52 0.235
H 2.76 -1.77 1.15 0.257
H 2.64 2.97 1.92 0.253
H 2.23 2.73 0.23 0.258
H 3.47 1.71 0.99 0.238
H 0.14 3.63 2.64 0.242
H -1.45 3.08 2.10 0.240
H -0.20 3.50 0.92 0.244
H -2.07 1.18 3.76 0.245
H -2.25 -0.51 3.31 0.238
H -2.68 0.77 2.16 0.240
H 0.87 -2.24 3.66 0.242
H 0.32 -2.73 2.06 0.238
H -0.85 -2.15 3.28 0.236
O 0.89 -1.02 -1.28 -0.602
N 0.58 -0.80 -2.52 0.028
C 1.31 -1.42 -3.47 0.029
C 1.07 -1.22 -4.81 -0.239
C 0.04 -0.37 -5.19 -0.144
C -0.70 0.26 -4.22 -0.221
C -0.44 0.04 -2.87 0.027
S -1.37 0.86 -1.66 -0.132
H 2.09 -2.06 -3.09 0.242
H 1.69 -1.72 -5.54 0.247
H -0.17 -0.19 -6.24 0.241
H -1.50 0.94 -4.46 0.248
```

HOMO-LUMO gap (alpha / beta) (eV): 5.795 / 6.758
<S²>: 0.951
E_HOMO (alpha / beta) (eV): -11.1821 / -11.0824
Net charge: +1
2S+1: 2

***

[4]
Formula: C15H20BBr36NPS
Source: OMol25
Level of theory: the ωB97M-V functional and the def2-TZVPD basis

Structure (XYZ):
```
75
Properties=species:S:1:pos:R:3:lowdin_charge:R:1
C 0.31 -2.58 -1.32 -0.175
C 0.18 -1.46 -0.84 -0.257
C -0.18 -0.20 0.05 -0.285
B -1.79 0.20 -0.11 -1.094
S -2.12 0.82 -1.88 0.403
P -2.95 -1.35 0.13 0.685
N -3.98 -1.38 -1.12 -0.393
H 0.49 -3.67 -1.47 0.041
H 0.49 0.66 -0.27 0.053
H -0.02 -0.47 1.15 0.029
H -2.12 1.02 0.69 -0.037
H -1.13 1.75 -2.20 -0.119
H -3.69 -1.29 1.35 -0.036
H -2.20 -2.58 0.15 -0.025
H -3.83 -2.26 -1.65 -0.132
C -1.43 1.86 3.77 -1.579
Br -3.11 2.82 3.97 0.553
Br -1.70 -0.05 3.79 0.579
Br -0.45 2.43 2.21 0.612
H -0.82 2.11 4.64 -0.159
C 0.35 -4.17 4.06 -1.597
Br 0.21 -3.04 2.49 0.609
Br 1.37 -3.31 5.47 0.530
Br -1.38 -4.77 4.68 0.547
H 0.91 -5.05 3.76 -0.032
C 2.49 2.01 6.05 -1.592
Br 0.83 2.98 6.27 0.652
Br 2.21 0.09 6.07 0.519
Br 3.45 2.58 4.46 0.549
H 3.11 2.25 6.90 -0.084
C -2.83 0.08 -6.11 -1.578
Br -2.35 0.45 -7.95 0.517
Br -1.70 -1.31 -5.34 0.559
Br -2.83 1.69 -5.03 0.540
H -3.84 -0.31 -6.11 -0.094
C -4.75 3.91 -1.24 -1.562
Br -6.33 4.66 -2.10 0.486
Br -5.18 3.13 0.49 0.546
Br -3.81 2.63 -2.36 0.482
H -4.08 4.74 -1.05 -0.034
C 2.84 4.46 0.37 -1.601
Br 1.26 3.74 -0.48 0.565
Br 4.46 3.82 -0.48 0.546
Br 2.79 6.39 0.47 0.557
H 2.85 4.09 1.39 -0.051
C 0.75 3.28 -9.81 -1.619
Br 0.72 3.32 -7.88 0.568
Br 1.80 1.79 -10.49 0.556
Br -1.04 3.29 -10.56 0.549
H 1.24 4.19 -10.14 -0.032
C 6.24 1.93 7.85 -1.597
Br 6.58 3.58 6.90 0.565
Br 5.00 2.18 9.31 0.578
Br 5.66 0.53 6.65 0.571
H 7.19 1.61 8.28 -0.031
C 4.45 -3.60 -0.94 -1.590
Br 2.74 -2.69 -0.78 0.747
Br 4.24 -5.53 -0.92 0.530
Br 5.45 -3.00 -2.49 0.532
H 5.04 -3.34 -0.06 -0.036
C -0.79 -8.38 7.18 -1.619
Br -2.42 -8.21 6.15 0.547
Br 0.77 -7.93 6.13 0.551
Br -0.87 -7.35 8.82 0.558
H -0.70 -9.42 7.47 -0.032
C -6.58 -2.64 -4.18 -1.604
Br -7.15 -1.52 -2.72 0.577
Br -6.42 -1.64 -5.84 0.570
Br -4.95 -3.60 -3.77 0.582
H -7.35 -3.39 -4.34 -0.037
C 4.03 3.69 -5.21 -1.623
Br 3.85 1.88 -4.55 0.567
Br 3.12 4.97 -4.07 0.541
Br 5.88 4.17 -5.51 0.547
H 3.53 3.72 -6.18 -0.062
```

HOMO-LUMO gap (eV): 4.856
E_HOMO (eV): -4.0401
Net charge: -1

***

[5]
Formula: C15H20BN4O2PtS6
Source: OMol25
Level of theory: the ωB97M-V functional and the def2-TZVPD basis

Structure (XYZ):
```
49
Properties=species:S:1:pos:R:3:nbo_charge:R:1
Pt -0.62 1.17 -1.08 0.951
N -2.67 1.09 -0.46 -0.788
C -3.31 -0.07 -1.13 -0.243
C -2.29 -1.19 -1.30 -0.244
N -1.00 -0.70 -1.89 -0.573
C -0.92 -0.65 -3.38 -0.247
C -1.58 0.59 -3.97 -0.241
N -1.11 1.80 -3.27 -0.869
H -3.17 1.95 -0.65 0.423
H -2.67 0.98 0.56 0.430
H -4.16 -0.44 -0.57 0.236
H -3.68 0.27 -2.10 0.209
H -2.04 -1.61 -0.32 0.234
H -2.70 -1.99 -1.91 0.230
H -0.26 -1.31 -1.56 0.437
H 0.15 -0.64 -3.61 0.243
H -1.35 -1.56 -3.79 0.224
H -1.35 0.62 -5.04 0.230
H -2.66 0.54 -3.88 0.200
H -0.21 2.11 -3.63 0.412
H -1.75 2.57 -3.39 0.410
C 3.01 -2.50 -1.06 -0.726
S 4.08 -1.09 -1.49 0.290
C 3.57 0.05 -0.25 -0.396
C 2.59 0.96 -0.38 -0.395
S 1.58 1.10 -1.81 -0.028
S 2.28 1.97 1.01 0.480
C 3.38 1.17 2.11 -0.583
S 3.48 1.55 3.68 0.053
S 4.35 -0.03 1.31 0.485
H 2.03 -2.37 -1.50 0.190
H 2.93 -2.57 0.02 0.229
H 3.48 -3.40 -1.45 0.243
O 0.53 -0.79 0.94 -0.744
B -0.17 0.39 0.74 0.978
O -0.78 0.85 1.88 -0.747
C -0.28 0.04 2.89 0.265
C -0.44 0.16 4.25 -0.248
C 0.22 -0.78 5.03 -0.192
C 1.01 -1.77 4.47 -0.195
C 1.17 -1.88 3.09 -0.230
C 0.51 -0.95 2.33 0.185
H -1.04 0.95 4.68 0.243
H 0.14 -0.72 6.11 0.232
H 1.53 -2.47 5.11 0.231
H 1.80 -2.64 2.64 0.234
S -0.62 4.55 1.88 0.003
C -0.54 3.67 0.58 0.180
N -0.44 3.04 -0.43 -0.706
```

HOMO-LUMO gap (eV): 6.833
E_HOMO (eV): -10.3553
Net charge: +1